Entry 1:
# C19H53N5O9

6 unconnected molecules or ions with the total composition C19H53N5O9 at a distorted geometry (the ωB97M-V functional and the def2-TZVPD basis, the Open Molecules 2025 dataset).

ORCA input file:
```
! RIJCOSX wB97M-V def2-TZVPD def2/J DEFGRID3
* xyz 0 1
C -0.122 -2.422 2.298
O 0.137 -3.373 3.321
C -0.931 -4.355 3.199
C -0.434 -5.447 4.159
N -0.296 -5.197 5.568
C -1.547 -4.705 6.096
C -1.348 -4.543 7.742
O -1.079 -3.148 8.213
C -0.945 -3.121 9.696
H -0.249 -2.919 1.336
H 0.620 -1.635 2.163
H -1.137 -2.026 2.321
H -1.058 -4.809 2.216
H -1.940 -3.976 3.360
H 0.544 -5.626 3.712
H -1.038 -6.292 3.827
H -0.051 -6.063 6.026
H -2.461 -5.295 6.167
H -1.720 -3.814 5.492
H -0.572 -5.201 8.132
H -2.254 -4.929 8.209
H -1.910 -2.930 10.167
H -0.332 -2.291 10.047
H -0.445 -3.977 10.149
C -7.345 0.765 -2.131
O -6.764 1.828 -2.795
C -5.604 2.358 -2.110
C -5.161 3.570 -2.989
N -5.862 4.827 -2.551
C -5.233 6.120 -3.098
C -6.269 7.178 -3.156
O -7.348 6.837 -4.020
C -7.166 6.771 -5.387
H -8.005 0.182 -2.773
H -7.806 0.914 -1.155
H -6.537 0.091 -1.845
H -4.723 1.718 -2.153
H -5.803 2.530 -1.053
H -5.372 3.498 -4.056
H -4.093 3.640 -2.784
H -6.867 4.899 -2.628
H -4.714 6.104 -4.057
H -4.386 6.450 -2.496
H -5.944 8.149 -3.529
H -6.659 7.230 -2.140
H -8.099 6.419 -5.826
H -6.345 6.088 -5.607
H -7.008 7.780 -5.770
C 5.543 0.711 -2.125
O 5.547 -0.688 -1.751
C 6.182 -0.884 -0.532
C 6.780 -2.385 -0.350
N 7.975 -2.475 -1.287
C 8.717 -3.709 -0.925
C 9.672 -4.333 -1.921
O 8.803 -4.874 -2.991
C 9.436 -5.211 -4.192
H 5.186 0.978 -3.120
H 6.476 1.253 -1.972
H 4.838 1.254 -1.497
H 5.539 -0.717 0.332
H 7.039 -0.212 -0.510
H 6.045 -3.142 -0.625
H 7.078 -2.482 0.694
H 7.668 -2.425 -2.247
H 8.179 -4.561 -0.508
H 9.360 -3.401 -0.100
H 10.228 -5.140 -1.442
H 10.175 -3.434 -2.277
H 10.115 -6.052 -4.050
H 10.036 -4.394 -4.593
H 8.697 -5.484 -4.945
N -0.393 4.903 2.442
C -1.430 5.370 1.815
N -1.780 4.704 0.765
O -2.087 6.390 2.059
H -0.060 3.971 2.241
H -0.043 5.376 3.264
H -2.659 5.061 0.418
H -1.215 3.998 0.315
O 0.278 2.194 -2.143
H 0.053 1.898 -3.025
H 1.224 2.062 -2.080
O -2.514 2.527 -6.522
H -1.776 2.548 -7.131
H -3.229 2.953 -6.995
*
```

- SMILES string = COCCNCCOC.COCCNCCOC.COCCNCCOC.NC(N)=O.O.O
- gap between HOMO and LUMO (eV) = 8.5
- energy relative to the best compared isomer or geometry (same formula, charge and spin) (kcal per mole) = 96.4
- LUMO level (Ha) = 0.0039


Entry 2:
# C19H55N3O11PS6V

A molecular structure, C19H55N3O11PS6V at a distorted geometry (the ωB97M-V functional and the def2-TZVPD basis, the Open Molecules 2025 dataset).

ORCA input file:
```
! RIJCOSX wB97M-V def2-TZVPD def2/J DEFGRID3
* xyz 2 3
O 1.757 0.631 -4.226
V 1.228 -0.539 -3.233
O 0.754 1.946 0.017
C 0.951 1.130 -1.057
O 2.008 0.546 -1.283
O 0.065 0.935 -1.854
H -0.191 1.961 -0.153
O -0.917 -3.506 1.949
P -2.200 -2.779 2.227
N -3.577 -3.807 2.504
C -3.264 -5.064 3.167
C -4.976 -3.431 2.514
N -2.560 -1.885 0.811
C -1.584 -0.860 0.349
C -3.228 -2.569 -0.301
N -2.143 -1.643 3.521
C -1.053 -1.651 4.527
C -3.154 -0.651 3.720
H -3.950 -5.857 2.869
H -3.328 -5.082 4.255
H -2.241 -5.403 3.002
H -5.574 -4.150 1.953
H -5.132 -2.399 2.199
H -5.482 -3.415 3.479
H -0.756 -1.392 -0.118
H -1.943 -0.190 -0.433
H -1.174 -0.344 1.218
H -2.522 -3.349 -0.589
H -3.982 -3.252 0.090
H -3.757 -1.988 -1.055
H -1.303 -1.060 5.408
H -0.803 -2.634 4.925
H -0.166 -1.102 4.208
H -3.226 -0.284 4.744
H -4.076 -1.048 3.296
H -2.762 0.226 3.205
C -4.459 1.691 -0.058
S -3.126 2.945 -0.122
O -1.958 2.265 0.525
C -2.781 3.074 -1.931
H -4.950 1.543 0.905
H -4.156 0.711 -0.424
H -5.348 1.903 -0.652
H -2.095 3.919 -1.993
H -3.747 3.318 -2.373
H -2.463 2.131 -2.376
C 3.740 -3.046 -1.099
S 4.475 -1.962 -2.381
O 3.248 -1.297 -2.994
C 5.038 -3.251 -3.580
H 4.445 -3.774 -0.698
H 2.858 -3.584 -1.447
H 3.492 -2.426 -0.238
H 4.470 -4.146 -3.832
H 5.893 -3.698 -3.074
H 5.294 -2.761 -4.519
C 2.072 -0.776 1.800
S 2.662 -1.873 3.211
O 3.747 -2.722 2.588
C 3.584 -0.687 4.271
H 1.235 -0.158 2.125
H 1.846 -1.605 1.130
H 2.864 -0.108 1.462
H 4.244 -0.099 3.634
H 4.167 -1.223 5.019
H 2.927 0.069 4.700
C 6.446 3.335 1.896
S 4.707 3.595 1.373
O 4.710 4.731 0.324
C 4.290 1.989 0.549
H 6.801 4.135 2.546
H 7.034 3.161 0.995
H 6.439 2.445 2.527
H 3.207 1.908 0.461
H 4.677 1.193 1.185
H 4.740 1.836 -0.432
C -2.528 0.912 -5.819
S -1.883 -0.700 -5.204
O -0.679 -0.344 -4.293
C -3.321 -1.111 -4.032
H -2.784 1.612 -5.024
H -3.373 0.758 -6.490
H -1.761 1.511 -6.311
H -4.205 -1.117 -4.668
H -3.468 -0.357 -3.258
H -3.188 -2.147 -3.721
C -0.042 5.545 -1.211
S 0.721 4.672 -2.633
O 0.867 5.880 -3.569
C 2.319 4.707 -1.657
H 0.466 6.493 -1.032
H -0.068 4.996 -0.270
H -1.086 5.831 -1.340
H 2.312 4.208 -0.687
H 2.561 5.761 -1.519
H 3.132 4.149 -2.122
*
```

- gap between HOMO and LUMO (alpha / beta) (eV) = 5.5 / 2.1
- LUMO level (alpha / beta) (Ha) = -0.2323 / -0.3577


Entry 3:
# C19H56BO9V

A molecular structure, C19H56BO9V at a distorted geometry (the ωB97M-V functional and the def2-TZVPD basis, the Open Molecules 2025 dataset).

ORCA input file:
```
! RIJCOSX wB97M-V def2-TZVPD def2/J DEFGRID3
* xyz 0 1
O -0.551 1.991 3.114
V -1.351 1.165 1.994
O -2.909 1.278 2.347
B -0.116 -0.255 0.513
H -0.056 0.613 -0.254
H -1.211 -0.438 0.735
H 0.446 -1.216 0.219
H 0.317 0.084 1.501
C -2.127 4.178 0.664
O -1.328 2.995 0.712
H -3.182 3.987 0.826
H -1.740 4.858 1.424
H -1.974 4.648 -0.307
H -0.633 2.979 0.025
C -0.193 -5.099 2.996
C 0.254 -4.497 1.706
C -0.910 -4.428 0.706
O 0.681 -3.148 1.981
H 0.534 -4.977 3.803
H -0.421 -6.159 2.869
H -1.084 -4.588 3.372
H 1.070 -4.964 1.144
H -1.387 -5.386 0.509
H -0.516 -4.018 -0.231
H -1.678 -3.690 0.961
H 0.337 -2.579 1.279
C -0.936 1.753 -4.346
C -1.237 1.808 -2.858
C -2.383 2.714 -2.519
O -1.637 0.494 -2.364
H -0.420 2.665 -4.648
H -1.845 1.790 -4.957
H -0.484 0.794 -4.590
H -0.374 2.099 -2.251
H -2.119 3.750 -2.768
H -2.657 2.655 -1.466
H -3.324 2.479 -3.022
H -1.069 0.261 -1.617
C 0.265 -0.902 5.070
C -1.217 -0.966 4.683
C -2.015 0.116 5.411
O -1.388 -0.853 3.272
H 0.589 0.135 4.961
H 0.833 -1.659 4.532
H 0.367 -1.092 6.142
H -1.570 -1.971 4.942
H -1.712 1.105 5.078
H -2.032 -0.025 6.488
H -3.049 -0.057 5.093
H -1.038 -1.629 2.809
C 1.935 5.316 -0.702
C 2.160 4.075 0.131
C 2.002 4.298 1.642
O 1.228 3.033 -0.236
H 0.963 5.787 -0.513
H 1.927 5.107 -1.772
H 2.668 6.072 -0.421
H 3.135 3.650 -0.140
H 1.146 4.922 1.899
H 2.914 4.806 1.981
H 1.914 3.377 2.215
H 1.656 2.195 0.008
C -0.215 -2.978 -3.029
C -1.080 -2.445 -4.180
C -1.448 -3.582 -5.146
O -2.317 -1.979 -3.681
H -0.589 -3.925 -2.631
H -0.254 -2.306 -2.169
H 0.814 -3.129 -3.363
H -0.575 -1.595 -4.654
H -0.549 -4.129 -5.443
H -1.912 -3.157 -6.032
H -2.046 -4.282 -4.567
H -2.211 -1.125 -3.223
C 3.959 -1.443 -0.302
C 3.561 -0.142 -0.947
C 2.582 -0.269 -2.139
O 2.904 0.660 0.057
H 4.690 -2.082 -0.802
H 3.068 -2.043 -0.091
H 4.437 -1.290 0.671
H 4.362 0.518 -1.279
H 2.449 0.769 -2.442
H 1.682 -0.814 -1.873
H 3.042 -0.824 -2.961
H 2.175 0.155 0.448
*
```

- gap between HOMO and LUMO (eV) = 8.7
- LUMO level (Ha) = -0.0289


Calculated DFT total energy, -1706.37794, -5422.52058, -2403.46468 Eh (same order as the records).